1.
96
Properties=species:S:1:pos:R:3:forces:R:3:lowdin_charge:R:1 method="wB97M-V/def2-TZVPD" total_energy_ha=-4639.106014 e_lumo_ev="-2.715 / -2.820" largest_force_ev_per_a=4.578 multiplicity=2 s_squared=0.76 total_charge=+1 homo_lumo_gap_ev="6.9 / 8.1"
Ti -0.20776 0.02709 0.41152 1.33 -4.01 -1.76 0.674
O -2.29838 4.27187 4.07552 -0.04 0.15 -0.09 0.116
C -1.79929 3.31176 3.29151 0.15 -0.35 -0.03 -0.261
C -1.42872 2.05022 3.78856 -0.06 0.10 0.13 0.101
C -0.94266 1.12069 2.90494 0.06 -0.04 -0.34 -0.158
N -0.78989 1.41304 1.60667 -1.07 2.23 1.78 -0.021
C -1.14525 2.61138 1.11399 0.09 -0.33 0.43 -0.131
C -1.66471 3.58875 1.92828 0.02 0.25 -0.12 0.115
C -0.92510 2.61807 -0.37439 0.01 0.36 -0.34 -0.538
O -1.09492 3.56644 -1.09619 0.00 0.03 0.17 0.126
O -0.52074 1.41861 -0.75192 -0.65 2.35 -1.37 -0.225
C -0.55058 -0.33635 3.14145 0.06 -0.13 0.60 -0.562
O -0.32588 -0.78395 4.23788 -0.13 0.16 -0.07 0.132
O -0.47261 -0.96805 1.99836 -0.39 -0.61 1.58 -0.177
H -2.34150 3.98707 4.99444 0.00 -0.03 0.08 0.128
H -1.53566 1.79881 4.83730 0.02 -0.03 -0.01 0.145
H -1.96206 4.54796 1.52621 0.00 -0.02 -0.01 0.150
O 0.05487 -2.57277 -1.89280 0.17 -0.34 0.16 -0.440
S -0.73389 -1.33605 -1.74918 -0.44 -0.22 -1.43 0.880
C -2.44575 -1.72374 -2.09652 0.04 0.33 0.49 -0.359
C -2.83612 -2.47113 -3.19859 0.14 -0.15 -0.10 -0.064
C -4.18688 -2.68032 -3.41314 0.08 -0.02 -0.04 -0.041
C -5.12763 -2.15894 -2.52968 -0.09 0.05 0.11 -0.038
C -4.72596 -1.45663 -1.40660 0.03 -0.06 -0.06 -0.054
C -3.36838 -1.24215 -1.17704 0.17 0.07 -0.04 -0.354
P -2.75551 -0.42484 0.33978 -1.15 -0.21 0.00 1.130
C -3.85454 1.03456 0.36610 0.12 0.03 -0.04 -0.329
C -4.69038 1.39528 1.41873 0.02 -0.05 -0.01 -0.073
C -5.39337 2.59183 1.36992 0.01 0.01 0.02 -0.065
C -5.27914 3.42590 0.26838 -0.04 0.01 0.03 -0.064
C -4.47591 3.05383 -0.80069 0.00 0.07 -0.05 -0.053
C -3.76338 1.86854 -0.75204 -0.08 -0.05 0.10 -0.100
C -3.33618 -1.58659 1.62029 0.03 0.03 -0.06 -0.315
C -3.49150 -2.93415 1.29843 -0.03 0.04 0.03 -0.068
C -3.83372 -3.85360 2.27818 0.03 -0.05 -0.02 -0.058
C -4.00962 -3.44586 3.59091 -0.04 -0.03 -0.03 -0.061
C -3.82899 -2.11262 3.92465 0.04 0.03 0.07 -0.053
C -3.48845 -1.19025 2.94959 0.01 -0.06 -0.05 -0.109
C -0.32337 -0.28144 -3.16056 0.11 0.08 0.23 -0.321
C -1.12938 -0.01611 -4.25477 -0.08 -0.09 0.00 -0.044
C -0.61833 0.74512 -5.29628 0.00 0.01 -0.01 -0.046
C 0.67940 1.22985 -5.24163 0.00 0.04 -0.05 -0.042
C 1.46615 0.99813 -4.12339 -0.05 -0.04 0.05 -0.056
C 0.96072 0.25874 -3.06340 -0.10 -0.09 0.14 -0.334
P 1.85213 -0.03408 -1.48929 0.93 0.48 -0.99 1.100
C 3.27292 -1.02965 -2.09783 -0.13 -0.15 0.33 -0.327
C 3.19730 -2.41979 -2.02570 0.03 0.05 0.06 -0.088
C 4.23316 -3.20094 -2.51712 0.04 -0.04 -0.01 -0.068
C 5.35213 -2.60316 -3.07564 -0.01 -0.02 0.00 -0.072
C 5.43061 -1.21990 -3.15288 0.02 0.05 -0.02 -0.067
C 4.39831 -0.43347 -2.66734 -0.05 -0.05 -0.06 -0.094
C 2.64454 1.57837 -1.13425 -0.02 -0.06 0.02 -0.354
C 2.05679 2.78999 -1.48919 0.03 -0.07 0.01 -0.086
C 2.60881 3.98809 -1.05356 -0.02 0.05 0.00 -0.053
C 3.75236 3.98875 -0.27026 0.01 0.03 0.00 -0.069
C 4.35794 2.78536 0.06934 0.02 -0.01 0.04 -0.076
C 3.80539 1.58907 -0.35446 -0.06 0.00 -0.06 -0.124
H -2.08825 -2.88133 -3.86610 -0.02 0.01 -0.02 0.131
H -4.51230 -3.24572 -4.27607 0.01 -0.02 0.01 0.117
H -6.18260 -2.31715 -2.71168 0.01 -0.02 0.00 0.117
H -5.45395 -1.08838 -0.69431 -0.02 0.01 -0.03 0.125
H -4.82158 0.73469 2.26332 -0.02 0.08 -0.01 0.088
H -6.03398 2.87081 2.19668 -0.02 -0.02 -0.01 0.110
H -5.82784 4.35812 0.23888 0.01 0.00 -0.02 0.111
H -4.39399 3.69517 -1.66837 0.02 -0.01 0.01 0.118
H -3.13059 1.58745 -1.58667 0.00 0.04 -0.02 0.114
H -3.34370 -3.27876 0.28321 -0.02 0.00 0.01 0.108
H -3.95469 -4.89476 2.00892 -0.01 0.00 0.02 0.111
H -4.28383 -4.16739 4.34879 0.03 0.02 0.02 0.111
H -3.93584 -1.78785 4.95141 -0.02 -0.01 -0.01 0.114
H -3.33318 -0.15922 3.23627 0.05 -0.01 0.04 0.090
H -2.14233 -0.38618 -4.31166 0.00 0.00 0.01 0.104
H -1.23945 0.95626 -6.15646 0.00 -0.01 0.00 0.115
H 1.07345 1.80613 -6.06833 0.00 0.01 0.01 0.116
H 2.46745 1.40625 -4.06838 0.00 0.01 0.00 0.115
H 2.31827 -2.88976 -1.60664 -0.02 -0.01 0.01 0.081
H 4.16695 -4.27981 -2.46406 -0.02 0.01 0.02 0.109
H 6.16382 -3.21214 -3.45165 -0.01 0.00 0.00 0.109
H 6.30100 -0.74939 -3.59171 -0.01 0.00 0.00 0.109
H 4.47348 0.64342 -2.73263 0.03 0.01 0.00 0.102
H 1.16557 2.80658 -2.10078 -0.03 0.03 0.02 0.098
H 2.13822 4.92223 -1.33258 -0.01 -0.01 0.00 0.114
H 4.17934 4.92366 0.06897 0.00 0.00 -0.01 0.109
H 5.25949 2.78125 0.66924 -0.01 -0.01 -0.01 0.111
H 4.28268 0.65156 -0.09068 0.01 0.02 0.05 0.113
I 3.45722 2.78950 4.29565 -0.02 -0.18 -0.13 0.924
C 3.01739 1.07709 3.18357 0.10 0.23 0.15 -0.689
C 3.63062 -0.13785 3.43691 -0.05 0.03 -0.06 -0.090
C 3.27926 -1.22505 2.64952 0.05 -0.01 -0.02 -0.008
C 2.31996 -1.06334 1.66995 0.15 0.04 0.00 -0.110
N 1.72179 0.11133 1.43481 0.68 0.13 0.68 -0.065
C 2.08077 1.16623 2.16939 0.21 0.00 -0.13 -0.208
H 4.36824 -0.23492 4.22145 -0.01 -0.01 0.02 0.111
H 3.73947 -2.19002 2.80638 -0.03 -0.01 -0.02 0.123
H 2.01086 -1.89614 1.04856 -0.02 -0.02 0.04 0.125
H 1.62859 2.11776 1.92237 -0.06 0.00 0.02 0.114

2.
94
Properties=species:S:1:pos:R:3:forces:R:3:lowdin_charge:R:1 method="wB97M-V/def2-TZVPD" total_energy_ha=-13006.391779 e_lumo_ev="3.628 / 3.627" largest_force_ev_per_a=1.063 multiplicity=2 s_squared=0.78 total_charge=-2 homo_lumo_gap_ev="4.0 / 5.6"
Hg 0.07597 -1.65941 1.25849 -0.23 0.64 -0.43 0.311
O 0.64017 0.79287 1.13411 0.13 -0.03 -0.33 -0.636
S -0.04140 1.00908 -0.22235 -0.20 0.76 0.14 0.871
C 1.16720 1.99555 -1.15213 0.31 -0.17 0.18 -0.283
C 0.69237 2.98795 -1.96860 -0.04 0.03 -0.15 -0.077
C 1.53100 3.90888 -2.63715 -0.13 0.04 -0.10 -0.018
C 2.87244 3.81443 -2.45212 0.15 -0.04 -0.02 -0.170
C 4.01626 4.64285 -2.99563 -0.02 -0.04 0.04 -0.111
C 5.29760 3.95638 -2.44667 -0.05 -0.01 0.02 -0.111
C 4.79007 2.76760 -1.66029 -0.06 0.08 -0.09 -0.171
C 5.45300 1.77169 -1.01456 0.13 -0.09 0.10 -0.020
C 4.69111 0.73694 -0.43067 0.01 0.07 0.00 -0.080
C 3.31340 0.68739 -0.43691 -0.04 0.01 -0.06 -0.273
P 2.56982 -0.91415 0.13216 0.38 0.13 -0.11 1.037
C 3.52058 -2.06778 -0.94630 -0.12 0.07 -0.11 -0.356
C 3.05218 -2.12210 -2.26217 0.03 -0.07 0.03 -0.109
C 3.58609 -3.01454 -3.17671 0.01 0.03 0.03 -0.095
C 4.59544 -3.88511 -2.78350 0.00 0.02 0.00 -0.106
C 5.08429 -3.82527 -1.48827 -0.02 0.04 0.01 -0.086
C 4.55743 -2.91624 -0.57653 0.05 0.02 -0.05 -0.082
C 3.30925 -1.10572 1.79081 -0.05 0.10 0.03 -0.387
C 3.56951 0.01185 2.58537 0.05 -0.06 -0.01 -0.099
C 3.96679 -0.14610 3.90501 -0.03 -0.02 -0.04 -0.094
C 4.09218 -1.41755 4.45117 0.02 0.04 0.00 -0.098
C 3.80104 -2.53106 3.67942 0.03 0.00 -0.01 -0.105
C 3.40203 -2.37558 2.36034 0.06 0.00 -0.04 -0.166
C 2.58673 1.76830 -1.04455 -0.02 0.08 -0.02 -0.107
C 3.38368 2.75184 -1.67876 -0.17 -0.15 0.09 -0.090
C -1.30413 2.16994 0.03850 0.03 -0.22 -0.36 -0.391
C -0.92703 3.50022 0.41550 -0.10 -0.09 0.16 -0.134
C -1.81767 4.55046 0.37963 -0.13 0.02 -0.08 -0.072
C -3.12731 4.31373 -0.04856 0.00 -0.07 -0.06 -0.187
C -4.30038 5.24867 -0.25163 0.09 -0.09 0.02 -0.137
C -5.47950 4.31584 -0.66744 0.04 -0.04 -0.01 -0.124
C -4.88192 2.92318 -0.71097 0.00 -0.02 -0.01 -0.185
C -5.45230 1.69508 -1.00639 -0.05 0.08 0.06 -0.059
C -4.67857 0.55416 -0.83980 0.09 -0.02 0.01 -0.102
C -3.32808 0.59333 -0.44025 0.10 0.10 -0.01 -0.313
P -2.53270 -0.96968 0.10778 -0.43 0.24 0.46 1.038
C -3.31251 -1.19043 1.76008 -0.03 0.03 -0.06 -0.375
C -3.59799 -0.07416 2.54818 -0.11 -0.09 -0.04 -0.084
C -4.01654 -0.23255 3.86195 0.06 0.01 -0.02 -0.098
C -4.13774 -1.50255 4.41160 -0.02 0.02 -0.02 -0.105
C -3.83898 -2.61536 3.64133 -0.03 0.00 -0.03 -0.113
C -3.42395 -2.45946 2.32666 -0.01 0.02 -0.01 -0.168
C -3.32221 -2.25412 -0.93162 0.19 0.07 -0.11 -0.377
C -2.64448 -2.57898 -2.10629 -0.03 -0.04 0.00 -0.129
C -3.12034 -3.56757 -2.95306 0.00 0.02 -0.01 -0.093
C -4.27734 -4.26045 -2.62532 -0.01 0.01 0.03 -0.102
C -4.96417 -3.94108 -1.46307 0.04 0.03 0.03 -0.085
C -4.49413 -2.93809 -0.62357 -0.01 -0.01 -0.08 -0.096
C -2.68440 1.84860 -0.26343 0.02 -0.01 -0.04 -0.172
C -3.53660 2.98959 -0.34672 0.17 0.07 0.06 -0.112
H -0.37979 3.08271 -2.08334 0.00 0.08 0.10 0.111
H 1.09286 4.68668 -3.25198 -0.03 -0.02 0.00 0.110
H 3.94433 5.68180 -2.66911 -0.01 0.01 0.00 0.109
H 4.00302 4.64941 -4.08711 0.01 0.01 -0.01 0.110
H 5.87146 4.63139 -1.80883 0.01 0.01 0.01 0.110
H 5.96112 3.63917 -3.25307 0.01 0.00 0.00 0.109
H 6.53672 1.74245 -0.97094 -0.03 -0.04 0.01 0.108
H 5.21929 -0.08510 0.03742 0.05 -0.01 -0.02 0.106
H 2.24580 -1.45935 -2.55985 -0.06 -0.05 -0.01 0.102
H 3.19952 -3.05146 -4.18806 -0.02 0.01 0.01 0.095
H 4.98719 -4.61541 -3.48146 0.02 0.02 0.00 0.092
H 5.86958 -4.50242 -1.17488 0.00 0.01 0.02 0.097
H 4.95927 -2.88241 0.42622 -0.05 -0.03 0.07 0.096
H 3.43701 1.00398 2.17467 0.00 0.03 0.01 0.100
H 4.15881 0.72949 4.51384 -0.01 0.01 0.00 0.092
H 4.38393 -1.53314 5.48882 -0.01 -0.02 -0.02 0.093
H 3.83012 -3.53134 4.09259 -0.03 0.00 0.00 0.068
H 3.13725 -3.26337 1.79714 -0.08 -0.04 0.01 0.060
H 0.09780 3.68247 0.71536 -0.03 -0.06 0.04 0.104
H -1.48658 5.54554 0.66303 -0.02 -0.03 0.01 0.095
H -4.08932 5.99083 -1.03023 -0.05 0.01 0.02 0.098
H -4.53977 5.80861 0.65882 -0.01 0.02 -0.02 0.099
H -5.90386 4.60553 -1.63289 0.00 0.01 0.00 0.101
H -6.29443 4.36022 0.06052 -0.02 0.01 -0.01 0.103
H -6.48948 1.60560 -1.31441 0.02 0.01 0.01 0.096
H -5.14178 -0.41081 -1.00120 0.02 -0.01 0.00 0.084
H -3.49586 0.91968 2.13202 0.01 0.05 -0.01 0.100
H -4.23270 0.64396 4.46228 0.01 0.00 -0.01 0.092
H -4.43632 -1.62166 5.44708 -0.01 0.00 -0.02 0.091
H -3.87960 -3.61528 4.05503 0.03 0.00 -0.01 0.068
H -3.16311 -3.34687 1.76186 0.07 -0.05 0.01 0.060
H -1.72160 -2.06150 -2.34150 0.04 -0.03 0.01 0.097
H -2.57272 -3.82034 -3.85313 0.01 0.01 0.02 0.096
H -4.63350 -5.06006 -3.26401 0.00 0.01 -0.01 0.092
H -5.85976 -4.48852 -1.19424 0.00 0.03 0.00 0.096
H -5.03869 -2.69606 0.27828 0.01 -0.02 0.07 0.103
Se 2.03618 -5.89354 3.04585 0.11 0.08 -0.01 -0.262
Sb 0.00360 -4.68370 2.52195 0.01 -0.03 0.03 -0.275
Se -0.03776 -2.32727 3.62159 -0.01 -0.58 0.89 -0.050
Se 0.06026 -3.87247 0.06883 0.04 -0.96 -0.12 -0.123
Se -2.01373 -5.92878 3.00096 -0.09 0.05 -0.03 -0.250

3.
97
Properties=species:S:1:pos:R:3:forces:R:3:lowdin_charge:R:1 method="wB97M-V/def2-TZVPD" total_energy_ha=-4537.540475 e_lumo_ev="-0.524 / -0.473" largest_force_ev_per_a=4.324 multiplicity=2 s_squared=0.80 homo_lumo_gap_ev="5.2 / 5.1"
Cr 0.20051 -0.77723 0.58585 0.85 0.49 1.82 0.274
O -0.94517 -2.40221 4.13916 0.45 -0.09 -0.09 0.129
C -0.31216 -2.23202 2.96382 -1.62 0.60 -0.76 -0.440
O -0.94907 -1.89740 1.93728 0.71 -1.02 0.72 -0.083
C 1.09788 -2.46952 2.87909 0.76 -0.59 1.15 -0.204
C 1.90257 -2.99256 3.90720 -0.17 0.36 -1.15 0.043
C 3.25227 -3.21926 3.63252 -0.39 -0.09 0.77 -0.061
C 3.74944 -2.95488 2.37873 -0.98 0.83 -1.80 0.023
C 2.88299 -2.40243 1.38490 0.12 -1.00 2.66 -0.165
N 1.57513 -2.14191 1.66736 0.14 1.09 -1.27 0.093
C 3.20651 -2.11943 0.03383 -0.96 1.11 -3.33 -0.385
O 4.47037 -2.27869 -0.45646 -0.72 0.08 0.28 0.123
O 2.30493 -1.73787 -0.75148 3.20 -1.70 2.36 -0.117
H -1.85375 -2.08047 4.04511 -0.02 -0.02 -0.22 0.126
H 1.46342 -3.21812 4.86214 -0.06 -0.04 0.20 0.120
H 3.90023 -3.61039 4.40378 0.02 -0.04 0.01 0.106
H 4.78296 -3.17004 2.14546 0.07 -0.01 0.04 0.110
H 5.08638 -2.51713 0.24405 -0.01 0.00 0.08 0.098
O -1.97508 0.17760 -2.22266 -0.45 -0.21 -0.46 -0.038
C -3.14336 0.75099 -1.77872 -0.12 0.53 0.49 -0.261
C -4.31698 0.84708 -2.51852 0.03 -0.27 -0.07 -0.024
C -5.40209 1.52896 -1.99511 0.06 -0.06 -0.06 -0.070
C -5.32749 2.11968 -0.74391 -0.06 0.01 0.13 -0.072
C -4.20290 1.92675 0.03444 0.00 0.06 -0.23 -0.068
C -3.11581 1.22087 -0.46715 0.39 -0.18 -0.52 -0.255
P -1.81687 0.58381 0.68096 -0.49 0.29 0.07 1.110
C -1.56523 2.14688 1.58593 0.06 0.04 -0.04 -0.366
C -1.15368 3.18871 0.75471 -0.10 -0.15 0.06 -0.115
C -0.85391 4.43028 1.27634 0.05 0.11 0.00 -0.076
C -0.94223 4.64208 2.64272 0.01 0.08 0.04 -0.088
C -1.32291 3.60623 3.47845 0.03 0.02 0.11 -0.078
C -1.62615 2.35989 2.95768 -0.11 -0.05 -0.16 -0.100
C -3.11518 -0.44633 1.48007 -0.06 -0.04 0.17 -0.344
C -3.82869 -0.16040 2.63298 0.21 0.02 -0.01 -0.087
C -4.80029 -1.03828 3.09371 -0.11 -0.08 0.12 -0.087
C -5.08606 -2.19902 2.39709 -0.04 -0.03 0.09 -0.092
C -4.40005 -2.47794 1.22255 -0.01 0.02 -0.10 -0.069
C -3.43014 -1.60687 0.76950 0.01 0.11 0.02 -0.101
C -1.35902 0.65428 -3.36095 0.52 0.12 -0.10 -0.228
C -1.98715 1.35142 -4.38584 -0.34 0.05 0.05 -0.013
C -1.27703 1.72099 -5.51387 0.03 -0.01 0.07 -0.078
C 0.06961 1.43070 -5.61564 0.08 -0.01 -0.12 -0.079
C 0.70659 0.80072 -4.56542 -0.18 0.01 -0.08 -0.086
C 0.01346 0.41207 -3.42535 -0.31 0.03 0.44 -0.244
P 0.90695 -0.40873 -2.00770 -0.84 0.26 -0.70 1.090
C 2.41603 0.59939 -2.24017 0.06 0.03 0.23 -0.398
C 2.19052 1.97508 -2.15626 0.03 -0.12 -0.08 -0.166
C 3.23260 2.87178 -2.27620 -0.04 0.07 -0.03 -0.079
C 4.52413 2.40436 -2.46109 0.05 0.04 0.01 -0.088
C 4.76025 1.04140 -2.51270 0.15 0.04 -0.04 -0.075
C 3.71456 0.13805 -2.40549 -0.20 -0.03 -0.02 -0.088
C 1.01912 -1.98822 -2.91584 0.09 0.01 -0.02 -0.338
C 0.16136 -2.99926 -2.50152 0.03 0.12 0.19 -0.090
C 0.09582 -4.19301 -3.19569 -0.08 -0.12 -0.11 -0.081
C 0.88173 -4.38046 -4.32173 -0.03 -0.13 0.03 -0.095
C 1.75981 -3.38687 -4.72006 0.07 -0.01 -0.13 -0.080
C 1.83120 -2.19474 -4.02194 -0.01 -0.10 0.06 -0.080
H -4.39640 0.35503 -3.47547 0.02 0.02 -0.09 0.119
H -6.31306 1.59304 -2.57005 -0.08 0.04 -0.09 0.104
H -6.16180 2.68447 -0.35626 -0.09 0.03 0.03 0.103
H -4.15931 2.32267 1.03994 -0.02 -0.01 0.06 0.114
H -1.05849 3.01009 -0.31149 -0.03 0.07 -0.01 0.108
H -0.54535 5.22963 0.61864 0.05 0.06 -0.04 0.104
H -0.70562 5.61031 3.05711 0.03 0.11 0.04 0.099
H -1.36903 3.75809 4.54811 -0.02 0.05 0.06 0.102
H -1.88256 1.55252 3.62401 0.06 -0.01 0.04 0.089
H -3.63941 0.74541 3.18406 -0.01 0.11 0.05 0.086
H -5.33640 -0.80166 4.00326 -0.06 -0.01 0.03 0.101
H -5.84250 -2.88039 2.76073 -0.04 -0.03 0.02 0.099
H -4.62128 -3.37770 0.66439 -0.01 -0.02 -0.03 0.105
H -2.88450 -1.82170 -0.14245 0.01 -0.09 -0.04 0.109
H -3.02330 1.63340 -4.31768 -0.05 -0.04 0.00 0.092
H -1.78559 2.23750 -6.31339 -0.07 0.09 -0.05 0.103
H 0.62571 1.70935 -6.49668 0.07 0.05 -0.11 0.102
H 1.77001 0.62757 -4.62451 0.06 0.01 -0.02 0.102
H 1.17956 2.33465 -2.00099 0.03 0.08 -0.01 0.105
H 3.03968 3.93474 -2.23054 -0.01 0.04 0.05 0.105
H 5.34213 3.10416 -2.56030 0.06 0.02 0.01 0.098
H 5.77037 0.67706 -2.63613 0.07 -0.05 -0.04 0.101
H 3.91093 -0.92219 -2.43669 0.02 -0.03 -0.02 0.092
H -0.43407 -2.83697 -1.60699 -0.06 -0.08 -0.07 0.092
H -0.56945 -4.97850 -2.86571 -0.07 -0.03 0.03 0.101
H 0.81641 -5.30201 -4.88293 0.02 -0.07 -0.01 0.098
H 2.38726 -3.53675 -5.58745 0.05 -0.02 -0.06 0.101
H 2.52971 -1.43527 -4.33485 0.05 0.11 -0.09 0.094
O 0.11376 0.22974 2.92620 -0.47 -0.72 -0.30 -0.203
N 1.26474 0.61244 3.37685 0.69 0.17 -0.15 -0.195
C 1.51669 0.51715 4.69081 0.04 -0.04 0.48 -0.030
C 2.73170 0.86964 5.21996 0.02 0.04 -0.08 -0.069
C 3.72930 1.33584 4.36190 -0.18 -0.05 0.03 -0.079
C 3.45952 1.43942 3.01722 -0.03 0.03 0.34 -0.085
C 2.21299 1.06845 2.50368 -0.30 -0.07 -0.34 -0.605
S 1.80764 1.14970 0.84736 0.25 -0.23 -0.35 0.777
H 0.69234 0.12865 5.27030 -0.02 0.01 -0.01 0.137
H 2.88574 0.78179 6.28321 0.04 -0.03 0.07 0.101
H 4.69788 1.60215 4.75222 0.13 0.09 0.03 0.102
H 4.19317 1.81014 2.32069 0.06 -0.02 -0.11 0.104